1.
ORCA calculation (ωB97M-V with the def2-TZVPD basis set) on a 4-piece molecular cluster, C3H13NO4 overall.

Last column: Löwdin charge in e.
Geometry (Å):
C1 -0.186 -0.223 2.122  -0.110
N1 -0.106 -1.309 1.124  -0.125
C2 0.885 -1.140 0.090  -0.208
C3 0.913 -2.335 -0.817  -0.242
O1 1.823 -2.624 -1.546  0.060
H1 -1.031 -0.498 2.751  0.084
H2 0.715 -0.230 2.730  0.082
H3 -0.433 0.757 1.736  0.057
H4 0.103 -2.139 1.660  0.107
H5 1.886 -0.942 0.377  0.115
H6 0.655 -0.258 -0.481  0.091
H7 0.061 -3.041 -0.791  0.128
O2 -2.170 0.558 -0.556  -0.061
H8 -1.957 0.080 0.262  0.013
H9 -1.782 1.405 -0.273  0.021
O3 0.277 2.619 -0.086  -0.053
H10 0.911 1.968 0.207  0.026
H11 0.410 2.874 -1.007  0.035
O4 0.016 1.656 -2.674  -0.060
H12 -0.108 1.245 -1.808  -0.017
H13 -0.882 1.577 -3.021  0.055

As for the net charge: 0. The SMILES is CNCC=O.O.O.O. The calculation puts the HOMO-LUMO gap at 10.446 eV. The total energy comes out at -13001.0016 eV. The HOMO energy comes out at -9.9 eV.

2.
ORCA calculation (ωB97M-V with the def2-TZVPD basis set) on a 4-piece molecular cluster, C3H13NO4 overall.

Last column: Löwdin charge in e.
Geometry (Å):
C1 -0.621 -1.348 -0.590  -0.217
C2 -1.123 -1.644 0.765  0.208
O1 -0.233 0.716 1.888  -0.027
N1 0.071 -0.113 -0.835  -0.037
C3 -0.686 0.963 -1.387  -0.275
O2 -1.922 1.143 -0.743  -0.009
H1 0.098 -2.133 -0.781  0.148
H2 -1.437 -1.384 -1.298  0.133
H3 -0.487 -2.170 1.459  0.094
H4 -2.194 -1.820 0.881  0.097
H5 -0.938 0.120 1.580  -0.026
H6 1.038 -0.059 -1.098  0.118
H7 -0.095 1.876 -1.203  0.121
H8 -0.841 0.836 -2.468  0.132
H9 -1.973 0.589 0.039  0.054
H10 0.278 0.994 1.083  -0.065
H11 1.818 2.374 0.829  -0.002
O3 1.237 1.795 0.322  -0.336
H12 2.159 0.402 0.474  -0.015
H13 3.392 -0.588 0.427  0.025
O4 2.457 -0.547 0.655  -0.120

As for the net charge: 0. The calculation puts the HOMO-LUMO gap at 4.957 eV. The total energy comes out at -12995.2827 eV. The HOMO energy comes out at -8.6 eV.

3.
ORCA calculation (ωB97M-V with the def2-TZVPD basis set) on a 4-piece molecular cluster, C3H13O3S overall.

Last column: Löwdin charge in e.
Geometry (Å):
C1 1.526 0.553 1.011  -0.148
C2 1.739 0.838 -0.534  -0.351
C3 1.512 -0.317 -1.471  -0.734
S1 2.299 -1.901 -0.899  0.154
H1 1.391 1.377 1.702  0.048
H2 2.491 0.158 1.338  0.041
H3 0.784 -0.203 1.205  0.022
H4 1.043 1.652 -0.743  0.074
H5 2.713 1.343 -0.614  0.087
H6 1.847 -0.120 -2.494  0.030
H7 0.444 -0.448 -1.625  0.001
H8 -4.012 2.017 1.703  0.017
H9 -3.715 0.858 0.618  -0.003
O1 -4.253 1.166 1.355  -0.067
H10 0.160 -2.196 1.109  0.002
H11 -0.318 -2.416 -0.251  -0.004
O2 -0.689 -2.269 0.647  -0.130
H12 -1.546 -0.523 -0.134  0.014
H13 -1.443 0.176 -1.368  0.027
O3 -1.972 0.254 -0.557  -0.080

As for the net charge: -1. The calculation puts the HOMO-LUMO gap at 6.464 eV. The total energy comes out at -20300.7741 eV. The HOMO energy comes out at -3.0 eV.

4.
ORCA calculation (ωB97M-V with the def2-TZVPD basis set) on C3H14BCsN2O2 as an isolated structure.

Last column: Löwdin charge in e.
Geometry (Å):
Cs1 0.307 3.052 0.109  0.896
B1 4.783 3.250 1.734  -0.450
H1 5.537 3.846 2.225  -0.108
H2 4.562 2.338 2.266  -0.116
H3 3.885 3.845 1.794  -0.142
H4 5.086 3.039 0.720  -0.116
C1 0.074 -1.947 3.582  -0.747
O1 -0.024 -0.724 3.570  0.015
N1 -0.981 -2.707 3.900  0.143
N2 1.106 -2.669 3.226  0.162
H5 -0.694 -3.675 3.917  0.092
H6 -1.678 -2.354 4.539  0.115
H7 1.993 -2.245 2.995  0.125
H8 1.126 -3.676 3.141  0.110
C2 -2.698 -0.125 -5.082  -0.069
C3 -2.927 0.592 -3.729  -0.310
O2 -2.316 -0.313 -2.837  -0.107
H9 -1.921 0.561 -5.420  0.070
H10 -3.550 -0.101 -5.760  0.069
H11 -2.362 -1.156 -4.968  0.077
H12 -3.982 0.708 -3.478  0.101
H13 -2.495 1.582 -3.579  0.105
H14 -2.832 -1.122 -2.866  0.083

As for the net charge: 0. The calculation puts the HOMO-LUMO gap at 5.739 eV. The total energy comes out at -11633.3232 eV. The HOMO energy comes out at -6.9 eV.